35
Properties=species:S:1:pos:R:3:forces:R:3:lowdin_charge:R:1 method="wB97M-V/def2-TZVPD" smiles="C=C/C=C/C=C/C.O.O.O.O.O.O" relative_energy_kj_mol=22.0
C 1.277 1.923 -2.312 -0.089 -0.186 0.222 -0.186
C 2.347 1.467 -2.957 0.410 0.040 -0.354 0.009
C -0.593 1.524 -0.757 0.412 -0.352 -0.029 -0.113
C 0.471 1.076 -1.438 -0.122 0.292 -0.326 -0.128
C -3.288 0.218 1.663 -0.125 -0.311 0.035 -0.096
C -2.497 1.066 0.723 0.071 -0.364 0.096 -0.157
C -1.368 0.667 0.126 -0.231 0.411 0.085 -0.159
H 0.957 2.957 -2.394 0.163 0.055 -0.070 0.102
H 2.671 0.433 -2.909 -0.199 -0.072 0.224 0.064
H 2.977 2.083 -3.588 -0.212 0.182 0.053 0.054
H -0.881 2.568 -0.835 -0.035 0.033 -0.018 0.114
H 0.759 0.029 -1.413 -0.044 -0.041 0.258 0.099
H -3.427 0.740 2.612 -0.083 -0.082 -0.003 0.076
H -4.275 -0.019 1.259 -0.102 0.236 0.033 0.074
H -2.820 -0.750 1.862 0.210 0.181 0.016 0.078
H -2.886 2.069 0.555 0.154 -0.001 -0.099 0.109
H -0.979 -0.334 0.297 -0.034 -0.002 0.078 0.113
H 1.302 0.269 3.129 0.289 0.354 -0.274 0.053
H 1.042 1.594 2.427 -0.306 0.303 -0.207 0.046
O 1.758 1.073 2.783 -0.251 -0.871 0.575 -0.048
H 3.125 0.495 0.063 0.091 -0.125 -0.112 0.038
H 2.737 0.363 1.536 0.304 -0.348 -0.384 0.017
O 3.187 -0.127 0.796 -0.233 0.547 0.343 -0.074
H -0.861 -1.745 -1.755 -0.061 -0.251 -0.022 -0.010
H -0.432 -3.222 -1.544 -0.221 -0.361 -0.112 0.054
O -0.116 -2.324 -1.491 0.422 0.306 0.123 -0.070
H 0.834 -2.330 3.736 -0.301 0.210 -0.263 0.041
H 0.651 -2.135 2.213 0.070 0.291 0.293 -0.007
O 0.321 -1.813 3.095 0.358 -0.144 0.122 -0.107
H -2.587 -0.336 -1.606 0.436 -0.477 -0.731 0.059
H -1.935 -0.294 -3.019 -0.078 -0.034 0.168 0.073
O -2.223 -0.905 -2.327 -0.583 0.658 0.420 -0.049
H 0.994 -2.348 -0.039 0.664 0.289 0.662 0.015
H 2.203 -1.594 0.727 -0.472 -0.370 -0.258 0.015
O 1.554 -2.340 0.779 -0.274 0.002 -0.546 -0.102


14
Properties=species:S:1:pos:R:3:forces:R:3:lowdin_charge:R:1 method="wB97M-V/def2-TZVPD" smiles="CN(O)C/C=N/[O-]" relative_energy_kj_mol=610.7 charge=-1
C -0.117 -0.555 -0.804 -0.026 4.733 -0.299 -0.173
C -1.330 0.295 -0.403 0.956 -0.782 0.782 -0.286
C 1.183 0.802 0.811 -0.215 2.135 -0.357 -0.157
N 1.221 -0.201 -0.165 -0.498 -2.572 -1.820 -0.243
N -2.324 -0.289 0.156 -2.613 0.799 0.364 -0.191
O -3.461 0.436 0.443 2.538 -1.148 -0.485 -0.401
O 1.767 -1.480 0.369 -0.284 0.529 0.177 -0.104
H -0.457 -1.493 -0.604 -0.370 -3.005 0.421 0.054
H -0.028 -0.301 -1.868 0.488 -0.783 -0.058 0.096
H 1.393 -2.149 -0.230 0.217 0.477 0.268 0.063
H -1.236 1.355 -0.471 -0.368 0.962 -0.394 0.072
H 0.352 0.753 1.557 1.234 -0.408 0.413 0.100
H 2.234 1.173 0.996 -1.181 -0.841 0.880 0.097
H 0.804 1.654 0.213 0.122 -0.095 0.109 0.075


39
Properties=species:S:1:pos:R:3:forces:R:3:mulliken_spin:R:1 method="wB97M-V/def2-TZVPD" spin_multiplicity=2 charge=-1
Na -9.871 8.216 6.988 0.541 -0.032 0.170 0.008
Na -9.352 4.643 6.150 0.226 -0.441 -0.096 0.014
Na -9.054 8.175 0.225 0.374 -0.058 0.528 0.430
Na -5.743 7.583 4.937 -0.605 0.171 0.687 0.159
Na -9.724 4.829 2.412 -0.075 -0.452 0.680 0.069
Na -6.844 4.664 4.006 -1.023 -0.623 0.848 0.169
S -9.672 2.224 4.380 -1.352 -4.037 -1.844 0.005
O -8.757 1.251 4.884 1.083 -2.142 0.943 0.000
O -8.786 3.310 3.962 1.926 4.759 -1.983 0.009
O -10.515 1.737 3.265 0.814 0.670 -0.678 0.003
O -10.580 2.689 5.378 -1.684 2.519 3.137 0.002
S -7.146 6.338 7.455 1.600 -1.236 4.230 0.000
O -6.602 7.626 7.031 0.592 2.112 -1.046 0.006
O -8.558 6.407 7.849 -2.081 1.087 -0.357 0.001
O -7.061 5.433 6.347 0.425 -2.417 -4.340 0.012
O -6.347 5.821 8.551 -0.057 0.270 0.228 0.001
S -9.184 7.605 3.926 1.158 -2.537 -0.438 -0.290
O -9.566 7.452 2.531 -0.754 0.456 -2.492 0.422
O -10.185 8.212 4.722 -1.737 1.925 1.335 -0.011
O -8.925 6.250 4.390 0.488 -1.170 0.491 0.020
O -7.975 8.415 4.007 2.089 0.276 -0.664 -0.047
O -6.971 8.976 1.707 0.055 0.026 -1.527 0.094
H -6.069 8.660 1.648 0.332 0.012 -0.318 -0.038
H -7.306 8.596 2.519 -0.450 -0.251 0.728 0.000
O -10.774 10.767 3.131 0.168 0.650 -0.094 0.004
H -10.361 10.223 2.459 -0.064 -0.223 -0.087 0.000
H -10.937 10.167 3.858 -0.054 -0.313 0.171 0.001
O -6.850 11.073 3.603 0.490 0.343 0.167 0.005
H -7.315 10.237 3.620 -0.203 -0.006 -0.178 0.008
H -7.522 11.717 3.379 -0.197 0.154 0.026 0.001
O -7.993 9.635 6.174 -1.075 1.419 0.931 0.006
H -7.933 9.462 5.235 -0.208 0.095 0.087 0.003
H -7.397 9.000 6.573 0.581 -0.675 0.581 -0.002
O -12.488 7.701 5.529 -0.995 -0.015 1.075 0.000
H -12.381 6.759 5.662 -0.171 -0.300 -0.077 0.000
H -11.647 7.990 5.175 0.104 -0.048 -0.609 0.000
O -12.235 8.033 2.204 -0.573 0.246 -0.192 -0.008
H -11.344 7.726 2.375 0.534 -0.110 0.159 -0.062
H -12.489 7.591 1.394 -0.222 -0.104 -0.180 0.004


Which E belongs to each record? In order, -19900.654; -10295.305; -96065.500 eV.
Which F_max belongs to each record? In order, 1.1; 4.7; 5.5 eV/A.